Arrangement 1

DFT (the ωB97M-V functional and the def2-TZVPD basis) results for C5H10NP in the gas phase.

Geometry as XYZ:
```
17
Properties=species:S:1:pos:R:3:lowdin_charge:R:1
C -0.371 1.916 0.332 -0.16
C 0.935 1.844 1.093 -0.20
C 0.865 1.337 -0.340 -0.56
P 1.261 -0.369 -0.695 0.88
N -0.104 -1.138 -0.099 -0.38
C -1.352 -1.694 -0.520 -0.15
C -0.338 -2.498 0.135 -0.22
H -1.165 1.147 0.677 0.12
H -0.522 2.899 0.046 0.06
H 1.393 2.801 1.289 0.09
H 1.101 0.956 1.762 0.10
H 1.226 2.165 -0.931 0.09
H 1.045 -0.211 -2.183 -0.05
H -1.720 -1.895 -1.439 0.06
H -2.166 -1.229 0.144 0.13
H -0.349 -2.779 1.148 0.08
H 0.261 -3.253 -0.421 0.11
```

The SMILES is C1CC1PN1CC1. The frontier orbital gap is 9.724 eV. The LUMO energy is 1.11 eV. Its spin multiplicity is 1. Its net charge is 0.

=====

Arrangement 2

DFT (the ωB97M-V functional and the def2-TZVPD basis) results for C5H10NP in the gas phase.

Geometry as XYZ:
```
17
Properties=species:S:1:pos:R:3:lowdin_charge:R:1
C 2.193 -0.651 -0.604 -0.25
C 1.379 0.250 0.115 -0.29
P -0.442 -0.221 0.449 0.75
C -0.874 1.379 1.094 -0.26
C -0.991 -0.273 -1.191 -0.29
C -2.009 -1.209 1.147 -0.35
N -2.676 -1.985 1.665 0.03
H 2.247 -1.647 -0.125 0.08
H 1.761 -0.883 -1.614 0.06
H 3.282 -0.243 -0.678 0.12
H 1.857 0.700 0.970 0.04
H -0.369 2.020 0.409 0.03
H -1.878 1.694 1.112 0.04
H -0.407 1.469 2.054 0.05
H -0.430 -0.844 -1.982 0.06
H -2.068 -0.377 -1.275 0.04
H -0.574 0.820 -1.545 0.12
```

The SMILES is CC=P(C)(C)C#N. The frontier orbital gap (spin up / spin down) is 7.557 / 7.560 eV. The LUMO energy (spin up / spin down) is -0.49 / -0.49 eV. Its spin multiplicity is 1. Its net charge is 0.

=====

Quick one: least stable of them? arrangement 2

=====

Arrangement 1

DFT (the ωB97M-V functional and the def2-TZVPD basis) results for 2 unconnected molecules or ions with the total composition CH7NOS2.

Geometry as XYZ:
```
12
Properties=species:S:1:pos:R:3:lowdin_charge:R:1
N 0.596 1.430 -0.016 0.01
C 1.108 0.193 0.497 -0.37
O 2.477 0.162 0.877 -0.05
H 1.245 2.113 -0.367 0.07
H -0.300 1.461 -0.475 0.06
H 0.917 -0.601 -0.292 0.09
H 0.558 -0.064 1.404 0.11
H 3.013 -0.082 0.115 0.08
S -2.179 -1.565 -1.411 0.22
S -3.393 -0.450 -0.142 0.24
H -0.881 -1.338 -1.060 -0.23
H -3.161 -1.259 0.869 -0.23
```

The SMILES is NCO.SS. The frontier orbital gap is 9.074 eV. The LUMO energy is 0.12 eV. Its spin multiplicity is 1. Its net charge is 0.

=====

Arrangement 2

DFT (the ωB97M-V functional and the def2-TZVPD basis) results for 2 unconnected molecules or ions with the total composition CH7NOS2.

Geometry as XYZ:
```
12
Properties=species:S:1:pos:R:3:lowdin_charge:R:1
N 1.187 4.213 -0.483 -0.05
C 0.158 5.059 0.222 -0.35
O -0.364 6.217 -0.469 -0.13
H 0.921 3.931 -1.456 0.07
H 1.397 3.379 0.165 0.09
H -0.767 4.541 0.565 0.11
H 0.843 5.561 1.095 0.14
H 0.411 6.829 -0.715 0.12
S 0.725 -3.862 0.049 0.04
S -1.298 -3.998 0.308 0.11
H 1.733 -2.970 -0.730 -0.04
H -1.720 -5.103 1.158 -0.10
```

The SMILES is NCO.SS. The frontier orbital gap is 6.807 eV. The LUMO energy is -1.67 eV. Its spin multiplicity is 1. Its net charge is 0.

=====

Quick one: least stable of them? arrangement 2

=====

Arrangement 1

DFT (the ωB97M-V functional and the def2-TZVPD basis) results for 4 unconnected molecules or ions with the total composition C3H14NO3S.

Geometry as XYZ:
```
22
Properties=species:S:1:pos:R:3:lowdin_charge:R:1
C -1.643 -0.255 0.734 -0.10
C -0.620 0.498 -0.093 -0.59
C -1.064 1.924 -0.408 -0.68
S 0.324 2.898 -1.198 0.10
N 0.685 0.410 0.527 0.00
H -1.738 0.148 1.750 0.07
H -1.444 -1.326 0.763 0.06
H -2.682 -0.152 0.382 0.07
H -0.504 0.012 -1.068 0.10
H -1.816 1.901 -1.199 0.03
H -1.400 2.482 0.467 0.04
H 1.373 0.751 -0.134 -0.03
H 0.765 1.169 1.219 0.07
H -0.341 -1.961 -1.734 0.01
H -1.338 -2.619 -2.688 0.04
O -0.828 -2.781 -1.878 -0.07
H 2.864 0.592 -1.696 0.02
H 3.400 1.352 -0.518 0.02
O 3.450 0.481 -0.931 -0.10
H 0.559 -1.437 3.155 0.02
H 0.994 -1.905 1.808 0.01
O 1.006 -2.181 2.739 -0.09
```

The frontier orbital gap is 6.310 eV. The LUMO energy is 3.29 eV. Its spin multiplicity is 1. Its net charge is -1.

=====

Arrangement 2

DFT (the ωB97M-V functional and the def2-TZVPD basis) results for 4 unconnected molecules or ions with the total composition C3H14NO3S.

Geometry as XYZ:
```
22
Properties=species:S:1:pos:R:3:lowdin_charge:R:1
C -0.465 -1.493 0.789 -0.09
C 0.229 -0.492 -0.134 -0.51
C -0.677 -0.146 -1.378 -0.65
S -1.527 1.491 -1.475 0.22
N 0.643 0.705 0.607 -0.01
H -1.336 -1.004 1.219 0.06
H 0.185 -1.929 1.556 0.06
H -0.817 -2.383 0.271 0.07
H 1.128 -1.058 -0.427 0.12
H -0.086 -0.114 -2.302 0.01
H -1.468 -0.890 -1.459 0.03
H 1.080 1.304 -0.090 0.04
H -0.158 1.261 0.894 0.04
H 1.634 1.698 -2.541 0.02
H 2.450 0.687 -1.569 0.02
O 2.485 1.360 -2.259 -0.07
H -4.109 0.104 -0.411 0.02
H -2.738 0.484 0.194 -0.09
O -3.491 -0.142 0.299 -0.17
H 2.136 0.731 2.225 -0.01
H 2.176 -0.470 3.126 0.03
O 2.728 0.297 2.865 -0.11
```

The frontier orbital gap is 6.999 eV. The LUMO energy is 3.64 eV. Its spin multiplicity is 1. Its net charge is -1.

=====

Quick one: least stable of them? arrangement 1

=====

Arrangement 1

DFT (the ωB97M-V functional and the def2-TZVPD basis) results for C20H25N5O4 in the gas phase.

Geometry as XYZ:
```
54
Properties=species:S:1:pos:R:3:lowdin_charge:R:1
C -4.128 -2.514 1.411 -0.09
O -4.350 -1.923 0.155 -0.18
C -3.403 -2.250 -0.829 -0.19
C -1.975 -1.726 -0.559 -0.29
C -1.145 -1.706 -1.845 -0.02
N -1.945 -0.425 0.078 0.04
C -1.056 -0.131 1.091 -0.28
C -0.162 -1.138 1.728 -0.03
C -1.130 1.202 1.355 0.00
C -2.107 1.757 0.482 -0.12
C -2.404 3.156 0.269 -0.34
O -3.470 3.611 -0.091 0.09
C -1.209 4.114 0.465 -0.06
O 0.047 3.458 0.348 0.00
C 0.251 2.794 -0.791 -0.44
O -0.409 2.901 -1.788 0.17
C 1.392 1.853 -0.635 -0.23
N 1.254 0.552 -0.938 0.22
C 2.415 0.021 -0.605 -0.32
N 2.819 -1.237 -0.666 0.19
C 4.041 -1.502 -0.267 -0.31
C 4.489 -2.923 -0.338 -0.03
C 4.917 -0.502 0.217 0.03
C 4.501 0.802 0.295 -0.22
C 5.299 1.954 0.786 -0.01
N 3.240 1.041 -0.116 0.00
N 2.571 2.190 -0.137 0.19
C -2.598 0.707 -0.288 -0.17
C -3.631 0.807 -1.347 0.02
H -5.023 -2.320 2.000 0.09
H -3.981 -3.598 1.319 0.09
H -3.265 -2.076 1.923 0.08
H -3.338 -3.344 -0.947 0.13
H -3.797 -1.831 -1.755 0.12
H -1.497 -2.416 0.142 0.13
H -1.615 -1.082 -2.599 0.08
H -1.042 -2.713 -2.239 0.08
H -0.159 -1.296 -1.638 0.05
H -0.724 -1.948 2.198 0.07
H 0.527 -1.568 1.000 0.06
H 0.422 -0.644 2.501 0.08
H -0.576 1.730 2.107 0.12
H -1.228 4.542 1.470 0.14
H -1.303 4.913 -0.277 0.14
H 3.685 -3.537 -0.731 0.08
H 4.769 -3.279 0.651 0.09
H 5.360 -3.008 -0.986 0.09
H 5.913 -0.769 0.529 0.12
H 4.774 2.436 1.610 0.09
H 6.285 1.634 1.111 0.08
H 5.395 2.695 -0.006 0.09
H -4.521 0.250 -1.060 0.09
H -3.904 1.852 -1.462 0.08
H -3.265 0.433 -2.302 0.08
```

The SMILES is COC[C@@H](C)n1c(C)cc(C(=O)COC(=O)c2nc3nc(C)cc(C)n3n2)c1C. The frontier orbital gap is 7.770 eV. The LUMO energy is 0.10 eV. Its spin multiplicity is 1. Its net charge is 0.

=====

Arrangement 2

DFT (the ωB97M-V functional and the def2-TZVPD basis) results for C20H25N5O4 in the gas phase.

Geometry as XYZ:
```
54
Properties=species:S:1:pos:R:3:lowdin_charge:R:1
C 2.093 0.938 0.816 -0.11
C 2.524 2.169 0.028 -0.26
C 1.805 3.454 0.443 -0.22
C 0.294 3.435 0.174 -0.21
C -0.529 3.056 1.404 -0.22
C -2.010 2.896 1.063 -0.13
C -2.262 1.749 0.131 -0.34
N -3.233 1.897 -0.751 0.16
C -3.523 0.893 -1.594 -0.12
C -4.623 1.060 -2.586 -0.49
N -5.222 2.260 -2.517 0.18
O -4.922 0.174 -3.366 0.06
C -2.791 -0.273 -1.522 -0.09
N -2.781 -1.467 -2.180 0.21
C -1.792 -2.283 -1.666 -0.44
O -1.546 -3.414 -1.985 0.12
N -1.161 -1.539 -0.658 0.13
C -0.042 -1.984 0.080 -0.13
C -0.066 -1.980 1.460 0.00
C 1.025 -2.417 2.192 -0.02
C 2.151 -2.878 1.523 -0.27
O 3.279 -3.343 2.122 -0.08
C 3.332 -3.368 3.529 -0.09
C 2.185 -2.873 0.127 0.06
C 1.106 -2.413 -0.609 -0.21
O 1.074 -2.305 -1.957 -0.07
C 2.136 -2.850 -2.702 -0.06
C -1.763 -0.324 -0.546 -0.17
N -1.496 0.660 0.281 0.23
H 1.051 0.697 0.626 0.04
H 2.225 1.103 1.883 0.08
H 2.693 0.076 0.530 0.07
H 3.599 2.319 0.163 0.10
H 2.349 1.992 -1.036 0.11
H 2.256 4.280 -0.113 0.10
H 1.983 3.641 1.504 0.11
H -0.029 4.423 -0.165 0.11
H 0.081 2.731 -0.631 0.11
H -0.422 3.833 2.164 0.11
H -0.168 2.118 1.819 0.09
H -2.409 3.802 0.605 0.11
H -2.574 2.708 1.981 0.12
H -5.980 2.492 -3.136 0.12
H -4.889 2.915 -1.828 0.09
H -3.417 -1.703 -2.927 0.16
H -0.949 -1.624 1.967 0.12
H 0.977 -2.398 3.268 0.10
H 3.234 -2.363 3.952 0.10
H 2.557 -4.017 3.948 0.10
H 4.312 -3.771 3.779 0.09
H 3.085 -3.226 -0.347 0.12
H 1.858 -2.722 -3.746 0.10
H 3.075 -2.321 -2.507 0.10
H 2.263 -3.915 -2.489 0.10
```

The SMILES is CCCCCCc1nc(C(N)=O)c2[nH]c(=O)n(-c3ccc(OC)cc3OC)c2n1. The frontier orbital gap is 8.501 eV. The LUMO energy is 0.18 eV. Its spin multiplicity is 1. Its net charge is 0.

=====

Quick one: least stable of them? arrangement 1